{"formula": "C34H46N4O11SSiV", "method": "ωB97M-V/def2-TZVPD", "lumo_ev": [4.211, 4.210], "multiplicity": 4, "total_charge": -2, "species": ["C", "C", "Si", "H", "H", "O", "C", "H", "C", "H", "H", "N", "C", "H", "H", "H", "C", "O", "C", "C", "H", "H", "H", "H", "O", "H", "H", "H", "C", "C", "C", "C", "O", "H", "H", "C", "C", "H", "H", "H", "S", "H", "O", "C", "C", "V", "H", "H", "H", "C", "H", "H", "H", "N", "H", "H", "H", "H", "H", "C", "O", "O", "C", "O", "H", "C", "C", "O", "C", "H", "C", "C", "H", "C", "H", "O", "H", "H", "H", "H", "C", "O", "H", "C", "C", "N", "H", "C", "C", "N", "C", "H", "H", "C", "H", "C", "C", "H"], "coordinates": [[0.2027, -3.8337, 4.7116], [-1.9833, 2.4104, 0.2333], [1.3618, -1.2175, 4.6749], [-3.4310, 1.4769, -1.2111], [1.0592, 2.9707, 5.0853], [-0.6210, 4.0132, -0.9060], [1.1795, 3.8884, 1.5968], [-1.5111, 1.8537, 5.2065], [-3.8473, 1.9749, 1.8847], [-0.9312, 2.5768, 6.7069], [-2.3611, -2.5780, -0.2694], [-4.0203, 1.0276, 2.8709], [-2.6638, -0.8321, 3.8528], [-1.6122, -0.9185, 4.1149], [1.8227, -5.2548, 4.7415], [-0.7709, 5.9260, -1.5428], [3.6543, -3.4924, -0.3707], [1.2900, -0.7422, -0.2325], [0.3378, 5.8998, 0.2930], [1.0891, 1.9110, 4.8149], [4.7315, 0.3272, 4.2379], [6.0572, -0.4809, 5.1043], [1.6781, 5.9496, 1.9264], [0.5988, 1.7833, 3.8489], [-1.2230, -1.0158, 0.4729], [-4.8805, 0.8690, 3.3658], [-1.5873, 0.9241, 6.7195], [-2.6385, 0.7118, -3.3157], [5.0080, -0.1772, 5.1664], [1.1881, 1.1214, 7.1988], [-2.4027, 1.7025, -0.9449], [-4.9078, 2.9228, 1.5322], [0.6051, 1.6461, 1.2813], [0.6500, 0.5730, 7.9775], [5.3316, -2.7073, 4.2064], [1.7051, -2.0219, -0.2700], [1.4769, -4.4126, -0.0464], [1.9479, 3.5376, 2.2755], [-1.5485, -4.1799, 3.5139], [0.4043, -5.7965, 3.8120], [1.5635, -0.9109, 2.6676], [1.4837, -4.5591, 3.1403], [1.1167, -2.8063, 5.0716], [0.8763, -3.1569, -0.1202], [-0.7986, 3.2012, 0.2050], [0.0430, 0.0238, 0.8905], [-0.9242, 0.2129, -3.4189], [-2.3825, -1.6964, -3.4218], [4.7291, -3.5947, -0.4689], [1.0295, -4.9336, 4.0609], [3.6737, -1.3466, -0.5684], [4.2868, -1.3486, 7.5284], [-3.6453, 3.6033, 0.2897], [-1.1145, -1.9216, -1.7705], [-3.1308, -1.2156, -1.8865], [-3.2568, -0.7913, 4.7679], [0.3911, 6.9825, 0.2375], [4.8914, 0.5282, 5.9931], [3.2715, -5.5946, -0.0761], [4.4019, -2.0630, 6.7092], [-0.2629, 0.9855, -1.1476], [-4.5853, 3.7863, 0.5725], [0.3957, 1.0865, 5.8945], [0.2488, -0.2932, 5.5003], [-1.4515, -2.5550, 4.2123], [-0.4372, -4.3161, 6.0077], [-1.3553, -2.2110, -0.5054], [-0.4777, -3.2122, 0.0324], [-2.8527, 0.3757, 3.0127], [-0.4476, -2.9788, 2.8143], [-0.9985, 1.6428, 6.1441], [1.0656, 5.2864, 1.3248], [0.3293, -4.7002, 6.6858], [-2.1639, -1.2409, -2.4351], [0.8100, -5.2553, 0.0979], [-5.9950, 2.9284, 2.0766], [2.1624, 0.6556, 7.0600], [3.6959, -2.8819, 6.8637], [2.1329, 1.6104, 4.6935], [1.3261, 2.1562, 7.5265], [0.3683, 2.9530, 1.0537], [2.7767, -0.8829, 5.4718], [-0.9430, -3.4809, 6.4987], [4.2874, -2.3816, 4.2375], [-0.3642, 5.3266, -0.7385], [-1.4866, 1.0555, -1.6205], [-2.9497, -1.7187, 3.2811], [-2.5638, 1.8544, 1.4527], [-0.8721, -3.3538, 3.7481], [-1.9357, 0.8663, 2.1989], [2.8480, -4.5997, -0.1556], [4.0216, -1.9413, 3.2757], [5.4208, -2.4627, 6.7261], [3.0692, -2.2361, -0.4325], [3.6495, -3.2569, 4.3839], [4.1034, -1.3824, 5.3777], [-1.8138, 0.2210, -2.7916], [-1.1670, -5.1074, 5.8108]], "atomic_forces_ev_per_a": [[0.2, 0.0, -0.2], [-0.3, 0.9, -0.3], [0.1, -0.1, 0.3], [0.0, 0.2, 0.0], [0.0, 0.0, 0.0], [-0.3, -0.1, -0.3], [0.3, 0.9, 0.1], [-0.1, -0.1, -0.1], [-0.8, 0.4, 0.1], [0.0, 0.0, 0.0], [-0.2, 0.1, 0.5], [-0.2, 0.0, 0.1], [-0.2, 0.5, -0.1], [-0.2, 0.4, 0.0], [0.0, 0.0, 0.0], [0.0, 0.0, 0.0], [-0.1, 0.1, 0.0], [0.2, -1.0, 0.0], [0.0, 0.0, -0.1], [0.1, 0.0, 0.0], [0.0, 0.0, 0.0], [0.0, 0.0, 0.0], [-0.1, 0.0, 0.1], [-0.1, 0.0, 0.0], [-0.7, -0.3, 0.7], [0.0, 0.0, 0.0], [0.0, 0.0, 0.0], [0.0, 0.0, -0.1], [0.1, 0.1, 0.0], [0.0, 0.0, 0.1], [0.2, -0.3, 0.2], [0.3, -0.4, 0.2], [0.7, 2.6, 0.7], [0.0, 0.0, 0.0], [0.0, 0.0, 0.0], [-0.4, 0.7, 0.3], [0.1, 0.0, -0.1], [0.1, 0.0, -0.1], [0.0, 0.0, 0.0], [0.0, 0.0, 0.0], [-0.3, 0.0, -0.3], [0.0, 0.0, 0.0], [-0.2, 0.3, 0.3], [0.1, -0.3, -0.2], [-0.1, -0.2, 0.5], [-0.1, -1.2, -1.1], [0.0, 0.1, 0.0], [0.0, 0.0, 0.1], [0.0, 0.0, 0.0], [0.0, -0.1, -0.1], [0.0, 0.0, 0.0], [0.0, 0.0, 0.0], [0.0, 0.0, 0.0], [0.0, -0.1, -0.4], [0.1, -0.1, 0.1], [0.0, 0.0, 0.0], [0.0, 0.0, 0.0], [0.0, 0.0, 0.0], [0.0, 0.0, 0.0], [0.1, 0.0, 0.1], [0.0, -0.1, -0.2], [0.0, 0.2, -0.1], [0.2, -0.2, 0.0], [0.0, 0.0, -0.1], [0.4, -0.8, 0.0], [0.0, -0.1, 0.1], [0.7, -0.8, -0.7], [-0.4, 0.5, 0.4], [0.4, 0.0, -0.1], [0.0, 0.0, 0.0], [-0.1, -0.1, 0.0], [0.1, -0.3, 0.1], [0.0, 0.0, 0.0], [0.0, 0.4, -0.1], [0.0, 0.0, 0.0], [0.0, 0.1, -0.1], [0.0, 0.0, 0.0], [0.0, 0.0, 0.0], [0.0, 0.0, 0.0], [0.0, 0.0, 0.0], [-0.5, -1.4, -0.2], [0.0, 0.0, 0.0], [0.0, 0.0, 0.0], [0.0, -0.1, 0.0], [0.2, 0.1, 0.2], [-0.1, -0.3, 0.0], [0.0, 0.1, 0.0], [0.7, -0.5, 0.1], [0.0, 0.0, 0.2], [-0.2, 0.1, -0.1], [0.0, 0.0, 0.0], [0.0, 0.0, 0.0], [0.0, 0.0, 0.0], [0.4, -0.1, 0.0], [0.0, 0.1, 0.0], [-0.2, -0.1, -0.1], [0.2, 0.2, 0.3], [0.0, 0.0, 0.0]], "lowdin_spin": [0.000, 0.073, 0.001, 0.001, 0.000, 0.182, 0.099, 0.000, 0.010, 0.000, -0.001, 0.005, 0.000, 0.000, 0.000, 0.021, -0.001, 0.029, 0.039, 0.000, 0.000, 0.000, 0.020, 0.000, -0.040, 0.001, 0.000, 0.000, 0.000, 0.000, 0.029, 0.003, 0.071, 0.000, 0.000, 0.003, 0.000, 0.002, 0.000, 0.000, 0.000, 0.000, 0.000, 0.002, 0.407, 1.081, 0.003, 0.000, 0.000, 0.000, 0.000, 0.000, 0.003, -0.010, 0.000, 0.000, -0.006, 0.000, 0.000, 0.000, 0.020, 0.008, 0.000, 0.000, 0.000, 0.000, 0.000, 0.003, -0.001, 0.000, 0.000, 0.297, 0.000, 0.004, 0.000, 0.002, 0.000, 0.000, 0.000, 0.000, 0.203, 0.000, 0.000, 0.000, 0.287, 0.115, 0.000, 0.017, 0.000, 0.008, 0.003, 0.000, 0.000, 0.003, 0.000, 0.000, 0.007, 0.000]}


{"formula": "C3H7NO2", "method": "ωB97M-V/def2-TZVPD", "lumo_ev": -0.070, "smiles": "CC(C)(O)N=O", "total_charge": 0, "species": ["H", "O", "C", "C", "C", "H", "H", "H", "H", "N", "O", "H", "H"], "coordinates": [[-1.4651, 1.3278, 0.4453], [0.7134, 2.0201, -0.5263], [1.0866, -0.1803, 0.6968], [0.2616, 0.5674, -0.3715], [-1.2524, 0.3470, -0.0907], [0.4493, -0.3459, 1.5612], [0.8436, 2.1600, -1.4265], [-1.9012, 0.1660, -0.9674], [1.3331, -1.1125, 0.3367], [0.5241, -0.1832, -1.5190], [1.0353, 0.3592, -2.4857], [1.9443, 0.4041, 1.0193], [-1.2364, -0.5826, 0.5490]], "atomic_forces_ev_per_a": [[-0.5, -1.6, -0.4], [-1.6, -3.1, 3.5], [-0.9, 2.6, 1.3], [0.9, 2.7, 0.3], [0.7, 0.7, 1.0], [0.1, 0.1, 0.2], [0.4, 0.2, -2.7], [0.5, 0.4, 0.4], [0.8, -2.0, -0.8], [0.9, -0.9, -3.4], [-0.7, -0.3, 1.4], [0.1, -0.1, -0.3], [-0.8, 1.3, -0.5]], "nbo_charge": [0.251, -0.731, -0.612, 0.288, -0.628, 0.213, 0.475, 0.232, 0.229, 0.123, -0.305, 0.242, 0.224]}


{"formula": "C6H14N5", "method": "ωB97M-V/def2-TZVPD", "lumo_ev": -3.801, "smiles": "[H]/N=C(\\N)N/C=C(/CC)C(N)=[NH2+]", "total_charge": 1, "species": ["H", "H", "H", "C", "H", "H", "H", "N", "N", "H", "N", "H", "H", "C", "N", "H", "C", "H", "C", "C", "C", "H", "H", "H", "N"], "coordinates": [[2.4963, -1.1240, -2.2769], [-0.7049, 1.7917, -0.6288], [-1.0651, 3.1189, 0.3628], [-2.0093, 1.4146, 0.8995], [-0.3798, 0.3346, 2.1773], [-0.0809, -2.4059, -1.5771], [-2.8375, 2.7887, 1.9933], [-2.8469, 1.8063, 1.7566], [2.3068, -0.2086, 0.5214], [2.9472, 0.1570, 1.2086], [-2.1136, 0.0603, 0.5361], [-1.7934, -1.5309, -0.6882], [1.2426, 0.7631, 2.5412], [0.0953, -0.8376, -0.1557], [0.5831, 0.3666, 1.8891], [1.4181, -2.4461, -0.6730], [1.4120, -1.0535, -2.3383], [2.6805, -0.5826, -0.3346], [-1.2708, -0.7751, -0.1090], [1.0001, -0.1886, 0.7540], [0.7127, -1.7801, -1.1708], [1.1261, -1.5003, -3.2858], [1.1349, -0.0033, -2.3761], [-3.0531, -0.2820, 0.6948], [-1.0003, 2.1166, 0.2796]], "atomic_forces_ev_per_a": [[0.1, 0.0, -0.1], [0.0, 0.1, 0.0], [0.0, 0.0, 0.0], [0.1, 0.7, 0.0], [0.0, -0.1, 0.0], [0.0, 0.0, 0.1], [0.1, 0.2, -0.2], [-0.2, -0.3, 0.3], [0.0, 0.1, 0.1], [0.1, -0.1, -0.1], [-0.3, -0.3, 0.0], [0.0, 0.0, 0.1], [-0.1, 0.0, 0.0], [-0.4, -0.3, -0.3], [0.4, -0.2, 0.1], [0.0, -0.1, 0.0], [-0.1, -0.2, 0.0], [0.0, 0.0, 0.0], [0.6, 0.0, -0.1], [-0.4, 0.3, 0.6], [0.0, 0.2, -0.1], [0.1, 0.0, -0.1], [0.0, 0.1, 0.0], [0.1, 0.1, 0.0], [-0.1, 0.0, -0.2]], "nbo_charge": [0.204, 0.396, 0.411, 0.547, 0.430, 0.233, 0.365, -0.701, -0.733, 0.416, -0.607, 0.222, 0.414, -0.234, -0.719, 0.218, -0.624, 0.433, 0.155, 0.533, -0.419, 0.245, 0.209, 0.443, -0.839]}


Which ΔE to the lowest compared entry with this formula, charge and spin belongs to each record? In order, 111.9 94.7 12.5 kcal per mole.